*a*
6
Properties=species:S:1:pos:R:3:mulliken_charge:R:1 method="wB97M-V/def2-TZVPD" lumo_ev="-1.90 / -3.31" homo_energy_ev="-11.10 / -9.93"
C -0.319 0.128 0.422 0.19
C 0.884 -0.046 -0.306 -0.35
N 0.219 -0.863 0.914 -0.26
Br -3.632 0.890 0.339 -0.01
H 0.902 -0.418 -1.262 0.22
H 1.945 0.309 -0.107 0.22



*b*
6
Properties=species:S:1:pos:R:3:nbo_charge:R:1 method="wB97M-V/def2-TZVPD" lumo_ev=0.39 homo_energy_ev=-8.17
C -1.338 0.820 0.176 0.02
C 0.686 -0.534 0.128 -0.17
N -0.277 0.282 -0.061 -0.32
Br 2.468 -0.096 -0.115 0.09
H -1.902 1.100 -0.581 0.15
H 0.363 -1.571 0.453 0.22



*b* (2.227 eV below the next structure)



*a*
8
Properties=species:S:1:pos:R:3:lowdin_spin:R:1 method="wB97M-V/def2-TZVPD" lumo_ev="-10.71 / -10.47" charge=+2 homo_energy_ev="-17.59 / -19.52" spin_multiplicity=6
O 0.414 -1.372 0.133 -0.01
C -0.804 -1.557 -0.144 0.00
C -1.722 -0.501 -0.384 0.00
O -1.647 0.638 0.467 0.03
C -0.812 1.071 -0.444 0.04
Pm 1.599 0.619 0.006 4.95
H -1.139 -2.576 -0.394 0.00
H -2.711 -0.676 -0.801 0.00



*b*
8
Properties=species:S:1:pos:R:3:lowdin_spin:R:1 method="wB97M-V/def2-TZVPD" lumo_ev="-10.51 / -10.45" charge=+2 homo_energy_ev="-16.77 / -19.85" spin_multiplicity=6
O 1.753 0.021 0.683 -0.02
C 0.627 -0.665 0.481 0.01
C -0.284 -0.081 -0.558 0.00
C -1.508 0.313 -0.194 0.00
O -2.499 0.699 0.250 0.00
Pm 1.691 1.747 -0.596 5.01
H 0.197 -1.209 1.333 0.00
H 0.024 -0.824 -1.399 0.00



*b* (1.772 eV below the next structure)



*a*
11
Properties=species:S:1:pos:R:3:nbo_charge:R:1 method="wB97M-V/def2-TZVPD" lumo_ev=0.01 homo_energy_ev=-8.37 smiles="S=C=NS.NC=S"
C -0.386 -1.267 -0.257 -0.09
C 1.175 1.231 -0.018 0.20
N -0.924 -1.176 -1.498 -0.78
N 0.962 1.408 1.187 -0.65
S -0.395 1.650 2.106 0.23
S 1.603 1.267 -1.509 0.08
S 0.923 -2.216 0.053 -0.14
H -0.685 -0.454 0.497 0.20
H -1.815 -0.680 -1.560 0.39
H -0.574 -1.649 -2.378 0.42
H 0.116 1.884 3.377 0.14



*b*
11
Properties=species:S:1:pos:R:3:nbo_charge:R:1 method="wB97M-V/def2-TZVPD" lumo_ev="-3.26 / -2.92" homo_energy_ev="-8.03 / -8.20"
C 0.596 -0.356 0.757 -0.23
C -0.256 0.594 -0.268 -0.53
N 1.928 -0.463 0.274 -0.32
N 2.712 0.544 0.560 -0.33
S 2.392 -1.807 -0.565 0.15
S 4.203 0.826 0.191 0.38
S 0.747 2.196 -0.503 -0.05
H 0.427 -0.023 1.743 0.23
H 0.081 -1.253 0.664 0.23
H -0.189 0.064 -1.194 0.22
H -1.170 1.056 0.174 0.25



*a* (3.981 eV below the next structure)



*a*
11
Properties=species:S:1:pos:R:3:nbo_charge:R:1 method="wB97M-V/def2-TZVPD" lumo_ev=-0.08 homo_energy_ev=-8.13
C 2.795 1.276 0.372 0.07
C 0.428 0.543 -0.558 -0.64
N 2.426 -0.988 -0.202 -0.54
N 2.908 0.082 0.239 -0.06
S 0.810 -1.089 -0.569 0.63
S -1.127 1.143 -0.793 0.18
S -3.353 -1.852 -0.360 -0.29
H 3.078 2.108 1.024 0.24
H -2.683 -2.083 0.767 0.14
H -0.877 2.350 -0.323 0.11
H -4.404 -1.491 0.403 0.15



*b*
11
Properties=species:S:1:pos:R:3:nbo_charge:R:1 method="wB97M-V/def2-TZVPD" lumo_ev=0.36 homo_energy_ev=-7.96
C 0.736 -1.042 -1.590 0.23
C -0.414 -0.117 0.015 0.07
N 1.012 -0.406 -2.591 -0.68
N -0.523 -0.843 0.997 -0.70
S -1.076 -0.870 2.523 0.40
S -0.357 1.586 -0.184 0.06
S -1.358 1.185 2.919 -0.23
H 0.752 -2.043 -1.294 0.17
H 1.644 -0.470 -3.438 0.42
H 0.094 1.566 -1.365 0.12
H -0.509 1.453 4.008 0.15



*b* (1.716 eV below the next structure)



*a*
21
Properties=species:S:1:pos:R:3:nbo_charge:R:1 method="wB97M-V/def2-TZVPD" lumo_ev=3.69 charge=-1 homo_energy_ev=-2.91
N 2.325 -0.098 -0.027 -0.87
C 0.836 0.069 -0.114 -0.10
C -0.052 -0.866 0.585 -0.53
S -0.126 -0.659 2.376 -0.72
C 0.542 -0.298 -1.659 -0.25
N -0.753 0.266 -2.220 -0.66
C -0.751 1.718 -2.209 -0.43
H 2.862 0.651 0.333 0.36
H 2.349 -0.893 0.618 0.37
H 0.577 1.054 0.045 0.18
H -1.104 -0.817 0.137 0.17
H 0.426 -1.949 0.411 0.17
H 0.461 -1.422 -1.584 0.19
H 1.517 -0.109 -2.207 0.20
H -1.308 -0.146 -1.368 0.36
H -1.659 2.023 -2.941 0.17
H 0.188 2.222 -2.518 0.20
H -1.215 2.257 -1.252 0.18
H -1.183 -1.430 4.238 0.48
H -1.913 -0.302 4.763 0.46
O -2.018 -1.272 4.593 -0.95



*b*
21
Properties=species:S:1:pos:R:3:nbo_charge:R:1 method="wB97M-V/def2-TZVPD" lumo_ev=1.88 charge=-1 homo_energy_ev=-2.87
N 0.295 0.309 -1.189 -0.86
C 0.206 -0.010 0.262 -0.08
C 1.589 -0.332 0.832 -0.53
S 2.557 1.201 0.929 -0.69
C -0.739 -1.251 0.606 -0.68
N -2.634 0.301 -0.984 -0.66
C -3.148 0.785 0.224 -0.07
H 0.579 1.353 -1.278 0.38
H -0.699 0.312 -1.410 0.35
H -0.051 0.900 0.817 0.16
H 1.415 -0.705 1.839 0.18
H 2.110 -1.027 0.138 0.20
H -0.502 -1.925 -0.191 0.23
H -1.789 -0.915 0.397 0.20
H -0.610 -1.213 1.692 0.22
H -3.425 -0.143 0.910 0.14
H -3.803 1.590 0.378 0.17
H -1.835 0.940 -0.309 0.40
H 2.885 -0.293 -1.637 0.46
H 3.769 0.317 -0.576 0.49
O 3.827 -0.195 -1.448 -1.02



*c*
21
Properties=species:S:1:pos:R:3:nbo_charge:R:1 method="wB97M-V/def2-TZVPD" lumo_ev=3.95 charge=-1 homo_energy_ev=-3.07
C 0.221 1.941 0.467 -0.21
N 0.133 1.118 1.653 -0.69
C 1.345 0.877 2.392 -0.05
N 2.406 0.021 1.811 -0.86
C 0.631 1.283 -0.866 -0.41
C -0.358 0.293 -1.465 -0.53
S -0.490 -1.259 -0.561 -0.70
H -0.739 2.448 0.286 0.17
H 0.897 2.796 0.632 0.17
H -0.221 0.201 1.357 0.40
H 1.109 0.422 3.355 0.17
H 1.855 1.821 2.616 0.15
H 2.005 -0.858 1.497 0.37
H 2.691 0.452 0.937 0.34
H 1.587 0.779 -0.711 0.18
H 0.843 2.108 -1.563 0.18
H -1.332 0.791 -1.575 0.17
H -0.006 0.167 -2.503 0.17
H -2.588 -2.762 -1.478 0.49
H -2.800 -1.731 -2.450 0.47
O -2.906 -2.698 -2.389 -0.97



*c* (2.253 eV below the next structure)



*a*
16
Properties=species:S:1:pos:R:3:nbo_charge:R:1 method="wB97M-V/def2-TZVPD" lumo_ev=0.04 homo_energy_ev=-8.51
C 0.674 1.939 0.020 -0.61
C 0.506 0.448 -0.312 -0.27
C 1.295 -0.835 -0.059 -0.23
C -0.592 -0.506 0.309 -0.12
C -2.065 -0.616 -0.274 -0.30
H -0.331 2.455 -0.415 0.22
H 0.622 2.007 1.244 0.20
H 1.580 2.468 -0.391 0.24
H 0.267 0.901 -1.317 0.25
H 2.225 -1.317 -0.608 0.21
H 1.548 -1.208 1.100 0.18
H 0.089 -2.491 0.570 0.35
H -0.519 -0.422 1.407 0.19
H -2.030 -1.274 -1.094 0.19
N 0.092 -1.714 -0.189 -0.61
S -3.362 0.163 0.011 0.12



*b*
16
Properties=species:S:1:pos:R:3:nbo_charge:R:1 method="wB97M-V/def2-TZVPD" lumo_ev=0.72 homo_energy_ev=-8.42 smiles=CN1[C@H]2CSC[C@@H]21
C -2.302 -0.077 -0.470 -0.43
C -0.076 -0.538 0.742 -0.11
C 1.215 -1.354 0.116 -0.52
C 1.361 1.424 0.285 -0.44
C 0.133 0.642 -0.156 -0.07
H -2.281 -0.597 -1.500 0.20
H -2.885 -0.819 0.089 0.21
H -3.067 0.906 -0.425 0.22
H 0.357 -0.267 1.644 0.17
H 0.929 -1.726 -0.952 0.22
H 1.664 -2.098 0.891 0.24
H 1.656 1.635 1.345 0.24
H 1.565 2.219 -0.507 0.23
H 0.263 0.514 -1.204 0.19
N -1.117 0.223 0.406 -0.37
S 2.589 -0.088 -0.303 0.04



*a* (0.887 eV below the next structure)



*a*
63
Properties=species:S:1:pos:R:3:nbo_charge:R:1 method="wB97M-V/def2-TZVPD" lumo_ev=0.45 homo_energy_ev=-10.27 smiles=CCO.CCO.CCO.CCO.CCO.CCO.CCO
C 15.491 -17.757 34.636 -0.64
C 14.522 -16.568 34.592 -0.05
O 15.273 -15.499 34.916 -0.72
H 16.367 -17.715 33.988 0.21
H 15.101 -18.752 34.421 0.20
H 15.861 -17.772 35.661 0.21
H 13.636 -16.614 35.224 0.17
H 14.141 -16.486 33.575 0.15
H 15.627 -15.016 34.165 0.48
C 8.520 -19.584 29.232 -0.64
C 8.377 -20.041 27.733 -0.06
O 9.174 -19.182 26.823 -0.74
H 7.693 -18.917 29.472 0.21
H 9.441 -19.057 29.481 0.22
H 8.583 -20.504 29.813 0.21
H 7.329 -19.937 27.450 0.17
H 8.677 -21.061 27.494 0.17
H 9.947 -19.682 26.553 0.47
C 14.315 -24.390 20.796 -0.63
C 13.080 -23.521 21.102 -0.09
O 13.399 -22.288 21.652 -0.69
H 14.934 -24.640 21.658 0.21
H 14.964 -23.975 20.026 0.20
H 13.919 -25.298 20.342 0.20
H 12.618 -24.030 21.948 0.16
H 12.302 -23.722 20.366 0.17
H 13.285 -21.717 20.889 0.46
C 7.612 -27.907 22.131 -0.62
C 6.853 -26.662 22.466 -0.07
O 6.174 -26.146 21.301 -0.72
H 7.972 -28.415 23.026 0.21
H 8.471 -27.704 21.491 0.21
H 6.994 -28.720 21.751 0.21
H 7.580 -25.964 22.882 0.16
H 6.140 -27.017 23.210 0.16
H 5.729 -25.336 21.563 0.47
C 7.036 -12.847 29.591 -0.63
C 6.346 -13.237 28.270 -0.06
O 7.267 -13.582 27.299 -0.71
H 7.519 -13.676 30.109 0.20
H 6.192 -12.575 30.225 0.20
H 7.672 -11.967 29.499 0.21
H 5.668 -12.444 27.955 0.17
H 5.566 -13.985 28.415 0.15
H 7.557 -14.484 27.454 0.47
C 5.471 -18.160 18.835 -0.64
C 5.717 -19.176 19.944 -0.07
O 4.378 -19.708 20.325 -0.74
H 5.147 -18.565 17.876 0.22
H 6.374 -17.598 18.599 0.21
H 4.698 -17.422 19.050 0.21
H 6.196 -18.741 20.822 0.17
H 6.197 -20.101 19.625 0.19
H 3.910 -19.005 20.781 0.46
C 10.122 -22.755 38.226 -0.64
C 9.674 -23.902 37.292 -0.06
O 9.027 -24.997 37.922 -0.71
H 10.904 -23.051 38.926 0.21
H 9.258 -22.436 38.810 0.20
H 10.456 -21.913 37.619 0.22
H 10.492 -24.330 36.712 0.17
H 8.985 -23.449 36.578 0.15
H 8.770 -24.652 38.780 0.46



*b*
63
Properties=species:S:1:pos:R:3:nbo_charge:R:1 method="wB97M-V/def2-TZVPD" lumo_ev=0.39 homo_energy_ev=-9.60
C 1.997 4.528 -1.966 -0.64
C 3.055 3.500 -1.883 -0.08
O 2.569 2.196 -1.625 -0.73
H 1.178 4.264 -2.736 0.23
H 2.575 5.415 -2.251 0.22
H 1.317 4.743 -0.986 0.22
H 3.765 3.472 -1.073 0.19
H 3.506 3.329 -2.855 0.17
H 3.100 1.694 -1.262 0.46
C -1.413 -0.396 -0.571 -0.54
C 0.019 -0.005 -0.912 -0.09
O 0.004 1.071 -1.800 -0.75
H -2.032 0.505 -0.117 0.20
H -1.529 -1.030 0.115 0.17
H -2.030 -0.648 -1.775 0.17
H 0.287 -0.983 -1.371 0.16
H 0.594 0.113 0.236 0.13
H 1.026 1.330 -1.680 0.51
C 3.537 -0.979 -1.681 -0.64
C 4.401 -0.835 -0.493 -0.07
O 4.842 0.566 -0.435 -0.75
H 3.447 -2.062 -1.788 0.22
H 3.777 -0.469 -2.598 0.24
H 2.580 -0.555 -1.427 0.21
H 5.285 -1.323 -0.747 0.16
H 4.215 -1.245 0.522 0.18
H 5.350 0.633 0.294 0.46
C -0.028 -2.279 3.048 -0.61
C 1.002 -2.734 1.988 -0.04
O 0.873 -4.065 1.538 -0.71
H 0.001 -2.909 3.862 0.21
H -0.866 -2.342 2.586 0.19
H 0.124 -1.295 3.534 0.21
H 1.865 -2.611 2.622 0.14
H 1.108 -2.180 1.240 0.14
H 1.739 -4.208 1.116 0.47
C -3.886 0.736 2.278 -0.64
C -4.345 -0.664 2.207 -0.07
O -4.506 -1.064 0.918 -0.72
H -4.330 1.468 1.568 0.22
H -2.672 0.956 2.172 0.19
H -4.112 1.361 3.061 0.23
H -5.346 -0.884 2.701 0.16
H -3.541 -1.305 2.609 0.16
H -4.591 -2.070 0.897 0.47
C -1.156 -3.389 -2.499 -0.64
C -2.610 -3.838 -2.324 -0.08
O -2.802 -5.218 -2.573 -0.72
H -0.254 -3.498 -1.719 0.22
H -1.270 -2.203 -2.771 0.21
H -0.768 -3.884 -3.450 0.22
H -3.074 -3.069 -3.026 0.17
H -2.882 -3.730 -1.356 0.16
H -3.647 -5.421 -2.716 0.46
C 0.439 3.618 1.643 -0.62
C -1.101 3.564 1.598 -0.07
O -1.620 4.729 2.225 -0.71
H 0.880 3.494 2.654 0.21
H 0.748 4.589 1.096 0.21
H 0.805 2.831 1.119 0.21
H -1.438 2.971 2.221 0.15
H -1.647 3.171 0.778 0.17
H -2.511 4.545 2.016 0.45



*a* (7.760 eV below the next structure)



*a*
63
Properties=species:S:1:pos:R:3:nbo_charge:R:1 method="wB97M-V/def2-TZVPD" lumo_ev=0.46 homo_energy_ev=-10.21 smiles=CCO.CCO.CCO.CCO.CCO.CCO.CCO
C -5.163 0.628 -1.557 -0.64
C -3.914 -0.230 -1.598 -0.06
O -4.193 -1.575 -2.033 -0.72
H -5.978 0.149 -1.016 0.22
H -5.521 0.771 -2.580 0.20
H -4.914 1.566 -1.059 0.22
H -3.514 -0.385 -0.594 0.17
H -3.147 0.275 -2.194 0.16
H -4.584 -1.467 -2.911 0.46
C 0.164 0.281 -1.129 -0.63
C -0.402 -0.451 0.081 -0.06
O -0.623 0.470 1.130 -0.73
H -0.610 0.941 -1.517 0.21
H 0.449 -0.387 -1.939 0.22
H 1.052 0.758 -0.713 0.22
H 0.244 -1.285 0.390 0.16
H -1.331 -0.991 -0.152 0.15
H -1.170 0.072 1.812 0.47
C 4.030 0.046 -2.232 -0.64
C 4.337 0.234 -3.718 -0.06
O 5.414 -0.612 -4.112 -0.73
H 4.991 0.142 -1.717 0.21
H 3.639 -0.918 -1.912 0.21
H 3.384 0.865 -1.904 0.21
H 4.502 1.278 -3.991 0.18
H 3.453 -0.013 -4.324 0.16
H 5.055 -1.391 -4.536 0.47
C -0.784 -3.538 3.387 -0.63
C -1.450 -4.027 2.114 -0.06
O -2.809 -4.358 2.400 -0.73
H -1.365 -2.739 3.846 0.21
H 0.250 -3.231 3.233 0.21
H -0.792 -4.348 4.124 0.21
H -0.947 -4.850 1.600 0.17
H -1.452 -3.170 1.422 0.15
H -3.370 -4.046 1.689 0.47
C -0.681 3.657 4.105 -0.64
C -0.309 2.382 4.873 -0.07
O -1.362 1.899 5.680 -0.71
H -1.117 4.371 4.819 0.19
H -1.502 3.439 3.420 0.21
H 0.092 4.210 3.576 0.22
H 0.586 2.533 5.476 0.15
H -0.102 1.672 4.073 0.18
H -1.465 2.558 6.376 0.46
C -0.824 2.624 -5.562 -0.63
C 0.243 1.938 -4.710 -0.06
O 1.507 1.990 -5.381 -0.72
H -1.796 2.510 -5.076 0.20
H -0.863 2.215 -6.566 0.21
H -0.590 3.688 -5.532 0.21
H -0.079 0.912 -4.507 0.15
H 0.436 2.416 -3.754 0.18
H 1.475 1.333 -6.085 0.46
C 2.158 -0.720 3.627 -0.63
C 3.066 -1.137 2.476 -0.06
O 2.685 -2.467 2.099 -0.74
H 2.366 0.316 3.912 0.21
H 2.316 -1.424 4.440 0.20
H 1.133 -0.676 3.261 0.22
H 4.123 -1.094 2.737 0.16
H 2.883 -0.540 1.586 0.18
H 2.689 -3.068 2.848 0.46



*b*
63
Properties=species:S:1:pos:R:3:nbo_charge:R:1 method="wB97M-V/def2-TZVPD" lumo_ev=0.50 homo_energy_ev=-8.00
C 17.047 -13.506 4.078 -0.62
C 15.532 -13.172 4.201 -0.06
O 15.220 -12.029 3.485 -0.75
H 17.671 -12.653 4.343 0.19
H 17.242 -13.873 3.070 0.18
H 17.204 -14.378 4.713 0.24
H 15.210 -13.128 5.241 0.15
H 14.978 -13.894 3.601 0.18
H 14.266 -11.944 3.425 0.47
C 16.384 -18.133 3.262 -0.63
C 17.405 -16.978 3.080 -0.02
O 16.828 -15.713 3.026 -0.81
H 15.703 -17.903 4.082 0.22
H 17.025 -19.014 3.244 0.20
H 15.701 -18.224 2.417 0.20
H 18.018 -17.122 2.191 0.13
H 18.141 -16.942 3.884 0.13
H 17.478 -15.020 2.891 0.46
C 18.193 -14.951 0.226 -0.66
C 17.569 -13.626 0.571 -0.15
O 17.954 -13.233 1.856 -0.67
H 17.926 -15.785 0.875 0.21
H 19.271 -14.896 0.380 0.29
H 17.982 -15.291 -0.787 0.24
H 16.494 -13.806 0.536 0.22
H 17.797 -12.885 -0.195 0.23
H 17.390 -12.492 2.088 0.56
C 20.380 -16.088 5.681 -0.63
C 20.491 -16.013 4.194 -0.15
O 20.535 -14.629 3.829 -0.77
H 19.477 -15.634 6.089 0.21
H 21.162 -15.510 6.173 0.21
H 20.419 -17.128 6.005 0.22
H 19.677 -16.482 3.641 0.25
H 21.421 -16.538 3.975 0.21
H 21.390 -14.229 4.005 0.53
O 18.467 -15.071 3.066 -1.02
H 19.262 -14.815 3.533 0.53
H 18.272 -14.327 2.497 0.51
C 22.026 -13.312 1.417 -0.62
C 20.573 -13.330 1.917 0.02
C 20.256 -12.505 3.136 -0.63
O 19.673 -12.988 0.869 -0.79
H 22.125 -14.008 0.584 0.21
H 22.631 -13.688 2.243 0.18
H 22.252 -12.285 1.131 0.22
H 20.331 -14.308 2.334 0.22
H 20.902 -12.636 4.005 0.18
H 19.229 -12.781 3.372 0.20
H 20.275 -11.444 2.887 0.21
H 18.777 -13.139 1.178 0.43
C 20.146 -15.987 1.458 -0.71
C 20.487 -17.453 1.755 0.11
C 19.939 -18.321 0.632 -0.63
O 21.825 -17.750 1.886 -0.72
H 20.379 -15.395 2.343 0.22
H 19.071 -15.869 1.316 0.26
H 20.695 -15.615 0.593 0.19
H 19.903 -17.730 2.632 0.16
H 18.915 -18.099 0.332 0.20
H 20.078 -19.372 0.885 0.21
H 20.686 -18.131 -0.138 0.19
H 22.272 -17.233 1.212 0.46



*a* (20.280 eV below the next structure)